[1]
41
Properties=species:S:1:pos:R:3:forces:R:3:mulliken_charge:R:1 method="wB97M-V/def2-TZVPD" orbital_gap_ev=8.3 smiles="N=P(O)(O)P(CCCF)(CCCC(=O)O)(CON=O)C(F)(F)F" homo_ev=-8.16 lumo_ev=0.1
N -1.3965 -3.0120 0.8357 -0.2 0.6 -0.3 -0.809
P -1.2542 -1.8503 -0.2024 -0.6 -1.4 0.7 0.853
O -2.4833 -0.7898 -0.1653 0.4 0.2 -0.3 -0.403
O -1.3438 -2.5031 -1.7146 0.4 0.5 0.3 -0.555
P 0.7394 -0.6927 0.0302 0.1 -0.4 -0.3 1.393
C 0.3294 -0.3282 1.7678 -0.5 0.1 0.1 -1.533
C -0.8280 0.6761 1.9889 0.1 -0.3 0.3 -0.276
C -0.4089 1.7404 2.9688 0.0 -0.3 0.0 -0.651
F -0.0398 1.0975 4.1482 0.2 -0.1 0.3 -0.317
C 0.3293 0.3297 -1.4574 -0.1 0.7 0.1 -1.471
C 0.2787 1.8566 -1.2294 0.8 0.2 -0.2 -0.689
C -0.6519 2.5271 -2.2212 -0.2 -0.2 -0.2 -0.955
C -2.0943 2.1372 -1.9955 -1.1 0.3 1.4 0.499
O -2.6729 2.2636 -0.9322 1.1 -0.4 -1.7 -0.501
O -2.7238 1.5612 -3.0822 -0.2 0.1 0.7 -0.480
C 1.6229 -2.3247 -0.2426 -0.3 -0.7 -0.2 -1.334
O 1.7206 -2.9949 1.0038 0.1 0.5 0.4 -0.214
N 3.0554 -3.4960 1.1756 0.4 0.4 -0.5 0.094
O 3.3720 -3.4623 2.2831 -0.2 -0.3 0.4 -0.271
C 2.4886 0.1694 0.2041 0.3 0.6 0.1 0.054
F 3.3195 -0.5019 1.0428 -0.1 0.2 -0.3 -0.267
F 2.4006 1.4390 0.7071 0.1 -0.3 -0.1 -0.252
F 3.1454 0.2930 -0.9869 0.0 -0.1 0.3 -0.305
H -2.2370 -2.8369 1.3765 0.0 -0.4 0.3 0.246
H -3.3025 -1.2368 -0.4008 -0.3 0.0 -0.1 0.340
H -0.6438 -2.1546 -2.2750 -0.1 0.0 -0.4 0.370
H 0.0267 -1.2802 2.1886 0.0 -0.4 -0.2 0.658
H 1.1960 -0.0366 2.3435 0.4 0.2 -0.1 0.991
H -1.6399 0.1419 2.4677 -0.3 -0.1 -0.1 0.311
H -1.2489 1.0999 1.0849 0.0 0.2 -0.2 0.132
H 0.4608 2.2906 2.6242 0.1 0.3 -0.1 0.261
H -1.2355 2.3860 3.2349 -0.1 0.4 -0.2 0.377
H 1.0427 0.1544 -2.2572 0.3 -0.2 0.0 0.526
H -0.6303 0.0283 -1.8607 -0.3 -0.3 0.2 0.995
H 0.0734 2.1578 -0.2117 -0.3 -0.1 0.2 0.195
H 1.2665 2.2439 -1.4519 0.3 0.1 0.2 0.458
H -0.3383 2.2321 -3.2172 -0.1 -0.1 -0.3 0.376
H -0.5675 3.6079 -2.1800 0.0 0.2 0.2 0.470
H -2.8079 2.2048 -3.7898 0.2 0.0 -0.3 0.327
H 2.6051 -2.1673 -0.6739 0.3 0.2 0.0 0.590
H 1.0763 -2.9703 -0.9283 -0.3 0.1 -0.1 0.768

---

[2]
29
Properties=species:S:1:pos:R:3:forces:R:3:mulliken_charge:R:1 method="wB97M-V/def2-TZVPD" orbital_gap_ev=9.7 smiles="C=C=CCNCCCCNC" homo_ev=-8.68 lumo_ev=1.0
C 0.2965 2.8129 0.8005 0.0 -0.3 -0.2 -0.725
C 1.1643 2.0792 0.1625 -0.5 -0.3 -0.1 0.144
C 2.0220 1.3502 -0.4931 -0.8 0.7 -0.9 -0.065
C 2.7476 0.2078 0.1533 1.9 -1.0 0.0 -0.753
N 2.5364 -1.1208 -0.4260 -0.4 -0.3 0.0 -0.405
C 1.1456 -1.5362 -0.6296 0.0 0.9 -0.2 -0.652
C 0.3744 -1.6150 0.6726 0.8 -1.1 0.8 -0.438
C -1.0907 -1.9689 0.4787 -0.6 0.2 0.1 -0.740
C -2.0428 -0.7722 0.4232 0.5 0.4 -0.1 -0.516
N -1.7184 0.1344 -0.7044 -2.6 -1.8 0.1 -0.268
C -2.6966 1.1770 -0.7738 -0.2 1.8 0.1 -1.073
H 0.7680 3.6638 1.2653 -0.6 0.5 0.4 0.294
H -0.7873 2.5768 0.8435 1.0 0.3 0.1 0.151
H 2.0649 1.6311 -1.5923 0.5 -0.8 1.3 0.245
H 3.8548 0.3524 0.0475 -0.8 0.2 0.1 0.440
H 2.6049 0.1229 1.2566 -0.4 0.5 -0.8 0.342
H 3.0308 -1.2586 -1.2987 0.1 0.3 0.1 0.257
H 1.1846 -2.5356 -1.0797 -0.2 0.3 -0.1 0.395
H 0.6129 -0.8290 -1.2925 0.1 -0.4 -0.2 0.338
H 0.4552 -0.6926 1.2614 0.1 -0.1 -0.1 0.196
H 0.9152 -2.4402 1.2170 -0.7 0.9 0.0 0.328
H -1.1632 -2.5348 -0.4520 -0.3 -0.1 0.0 0.327
H -1.4868 -2.5713 1.3031 0.4 -0.2 -0.1 0.325
H -1.9959 -0.1995 1.3794 0.1 -0.3 -0.2 0.328
H -3.0936 -1.1303 0.3792 0.6 0.3 -0.5 0.413
H -0.8418 0.5415 -0.5827 1.8 0.6 0.3 0.118
H -3.7254 0.8535 -1.0187 0.6 -0.2 0.0 0.302
H -2.7557 1.7362 0.1879 -0.3 -0.2 -0.1 0.337
H -2.3801 1.9653 -1.4883 -0.3 -0.6 0.1 0.354

---

[3]
29
Properties=species:S:1:pos:R:3:forces:R:3:mulliken_charge:R:1 method="wB97M-V/def2-TZVPD" orbital_gap_ev="5.9 / 7.0" homo_ev="-4.87 / -9.39" lumo_ev="1.0 / -2.4" spin_multiplicity=3
C -1.9371 -2.2847 -2.3309 -3.9 -2.9 -5.4 -0.930
C -1.8692 -1.1883 -3.3726 -0.5 -2.0 -1.8 -0.023
C -0.8709 -0.2540 -2.7976 2.0 0.3 0.8 -0.839
C -0.5235 -0.8339 -1.3821 -0.3 -0.6 1.6 0.270
C 2.1328 2.4178 2.1496 1.1 1.6 -1.0 -1.042
C -0.5906 0.0757 -0.2401 -1.4 1.4 3.2 -0.975
C 1.4599 1.2704 2.8606 1.2 -1.6 -1.1 -0.486
C 0.4981 -0.0710 0.8080 2.2 0.0 1.5 0.347
C 0.1994 0.8242 2.0391 -0.8 0.4 1.8 -0.985
N 0.6402 -1.4664 1.3248 -0.6 1.5 0.8 -0.586
N -1.3032 -2.0803 -1.2711 4.4 3.1 3.9 -0.259
H -2.6507 -3.0655 -2.2570 -1.2 -0.3 -0.5 0.431
H -1.4214 -1.5237 -4.3953 -1.4 0.4 1.4 0.195
H -2.9387 -0.8333 -3.4805 1.3 0.1 -0.2 0.236
H 0.1388 -0.4286 -3.2264 -0.8 0.5 -0.6 0.270
H -1.1475 0.8089 -2.9343 0.3 -0.5 0.7 0.371
H 0.4840 -1.2093 -1.2394 0.7 0.0 -1.3 0.499
H 3.0667 2.8535 2.6506 -1.3 -0.8 -0.4 0.316
H 2.4787 2.0387 1.1537 -0.3 0.6 0.6 0.265
H 1.4426 3.2929 1.9656 0.6 -0.9 0.2 0.271
H -1.5429 0.0283 0.4159 1.0 -0.1 -1.5 0.273
H -0.5270 1.0808 -0.5731 -0.1 1.2 -0.4 0.308
H 1.3632 1.5377 3.9088 -0.7 -0.4 0.1 0.336
H 2.2168 0.4218 2.7720 -1.0 0.7 0.6 0.246
H 1.5882 0.2576 0.5130 -2.1 -0.7 -0.3 0.041
H -0.2334 -1.6808 1.8167 0.4 -0.2 -0.3 0.289
H -0.6002 0.3649 2.7031 1.1 -0.2 -0.6 0.432
H -0.3268 1.7653 1.8315 0.2 -0.1 -0.8 0.438
H 0.7739 -2.1186 0.5874 0.0 -0.7 -0.6 0.291

---

[4]
33
Properties=species:S:1:pos:R:3:forces:R:3:mulliken_charge:R:1 method="wB97M-V/def2-TZVPD" orbital_gap_ev=9.4 smiles="CC[C@H](C)[C@H](NC(=O)[C@@H](N)CS)C(=O)O" homo_ev=-9.01 lumo_ev=0.4
C -2.2538 -0.8857 -2.7552 0.0 -0.6 -1.4 -1.448
C -1.5752 0.2197 -1.9961 -1.3 0.4 0.4 -0.507
C -1.2911 -0.1206 -0.5447 1.4 -0.3 -0.6 0.559
C -2.4649 -0.1397 0.3933 -0.8 0.0 -1.0 -1.843
C -0.1721 0.8407 -0.0368 2.1 -0.3 -0.1 0.158
N 0.2484 0.5628 1.3288 -0.5 -0.9 -0.9 0.003
C 1.4439 0.1321 1.6991 2.0 0.9 2.4 -0.240
O 1.8588 0.3996 2.8552 -1.0 -0.7 -1.5 -0.743
C 2.4397 -0.6059 0.8069 -1.2 0.6 -0.3 0.782
N 3.6929 0.1123 0.9700 0.3 -0.6 0.3 -0.720
C 2.5302 -2.0117 1.4167 0.5 0.8 0.5 -0.924
S 1.1389 -3.0330 0.9998 -0.2 -0.8 -0.4 -0.201
C -0.5078 2.3035 0.0471 -3.4 1.3 0.4 -0.038
O -1.1169 2.7731 1.0051 1.4 -0.4 -1.0 -0.590
O -0.3530 3.0229 -1.0831 0.1 1.1 0.5 -0.443
H -1.6760 -1.8058 -2.9257 0.4 0.3 0.5 0.356
H -3.1737 -1.2304 -2.2883 -0.2 0.3 -0.1 0.325
H -2.4135 -0.5526 -3.8009 -0.5 -0.1 0.6 0.386
H -2.2363 1.0854 -1.9768 -0.4 0.2 -0.1 0.329
H -0.7420 0.6010 -2.5492 1.0 -0.1 -0.1 0.493
H -0.8829 -1.1502 -0.5841 0.4 0.5 0.4 0.178
H -3.0136 0.7827 0.3621 -0.1 0.7 0.3 0.370
H -3.2131 -0.8997 0.2192 0.0 -0.4 -0.8 0.490
H -2.1666 -0.3806 1.3681 0.7 0.1 1.6 0.441
H 0.7683 0.8190 -0.6887 -1.4 -0.4 0.6 0.506
H -0.2253 1.0437 2.0643 -0.4 0.5 0.3 0.288
H 2.0802 -0.6591 -0.2821 0.8 -0.1 1.5 0.320
H 3.9934 0.5843 0.1580 0.3 0.5 -1.0 0.215
H 3.6945 0.7490 1.7606 -0.2 -0.3 -0.1 0.268
H 2.6343 -1.9253 2.5296 0.2 -0.1 -1.1 0.320
H 3.4257 -2.3979 0.9611 0.3 -0.7 0.1 0.405
H 0.2285 -2.1844 1.4541 -0.4 0.2 0.2 0.109
H -0.6999 3.9509 -0.8875 0.5 -1.6 -0.2 0.396

---

[5]
33
Properties=species:S:1:pos:R:3:forces:R:3:mulliken_charge:R:1 method="wB97M-V/def2-TZVPD" orbital_gap_ev=10.3 smiles="CC(C)[C@H](N)C(=O)N[C@H](C(=O)O)[C@@H](C)O" homo_ev=-9.76 lumo_ev=0.5
C -4.0607 0.5273 -0.2194 -1.4 0.3 -0.6 -1.552
C -2.6708 -0.1073 -0.4827 -2.1 0.4 5.2 0.273
C -2.8258 -1.6108 -0.2241 -0.8 0.3 -2.3 -1.509
C -1.4956 0.6574 0.4104 -5.5 1.7 -2.6 0.556
N -1.3220 2.0696 -0.0969 2.3 -1.9 2.5 -0.643
C -0.3238 -0.1341 0.3874 2.3 1.4 2.1 0.026
O -0.2471 -1.0508 1.1927 0.6 -1.3 -0.6 -0.743
N 0.7162 0.5267 -0.1649 1.1 -3.2 0.3 -0.235
C 2.0405 0.1856 0.2216 1.6 -2.6 0.2 0.055
C 2.8628 1.4074 -0.0823 -2.3 -0.5 2.2 0.124
O 3.9153 1.4383 -0.5717 2.9 0.3 -1.6 -0.488
O 2.2538 2.5309 0.4498 0.1 -0.9 -0.4 -0.466
C 2.6085 -1.1881 -0.4162 0.4 1.0 0.6 0.335
C 4.0769 -1.5313 0.0042 -2.3 0.6 1.3 -1.332
O 1.8306 -2.3420 -0.1153 -1.7 1.3 2.3 -0.604
H -4.0861 1.5760 -0.4015 0.4 1.2 -0.3 0.378
H -4.9664 0.1956 -0.8233 1.6 -0.3 0.1 0.366
H -4.5015 0.4784 0.7636 0.6 -0.5 0.9 0.393
H -2.4731 0.1090 -1.4395 1.1 0.5 -3.7 0.439
H -3.8386 -2.0047 -0.4785 0.4 0.8 0.1 0.403
H -2.2232 -2.0623 -0.9895 0.8 -1.0 0.3 0.379
H -2.6457 -1.9218 0.7579 0.8 -0.4 1.3 0.328
H -1.8504 0.6648 1.4278 -0.1 0.0 0.4 0.280
H -1.2857 2.7314 0.6642 0.2 -0.1 0.2 0.192
H -1.9896 2.4021 -0.6830 -2.5 0.6 -2.2 0.206
H 0.6478 1.4813 -0.3240 -1.3 1.8 -0.6 0.437
H 2.2098 -0.0452 1.3095 -0.7 0.6 -0.4 0.225
H 2.9199 3.1919 0.2837 0.3 1.0 0.0 0.341
H 2.4875 -1.0621 -1.4597 0.3 0.2 -1.4 0.397
H 4.1751 -1.2521 1.0876 0.3 -0.2 -0.9 0.268
H 4.8542 -1.1612 -0.6102 0.7 0.6 -0.5 0.292
H 3.9968 -2.5915 -0.0564 0.6 -0.9 0.1 0.465
H 1.2103 -2.1086 0.6788 1.2 -0.6 -1.9 0.415

---

[6]
33
Properties=species:S:1:pos:R:3:forces:R:3:mulliken_charge:R:1 method="wB97M-V/def2-TZVPD" orbital_gap_ev=10.1 smiles="CC(C)C[C@H](N)C(=O)N[C@@H](CO)C(=O)O" homo_ev=-9.68 lumo_ev=0.4
C -2.0055 2.0181 2.8088 0.6 -0.7 0.1 -1.495
C -1.9805 1.9101 1.2379 -0.3 0.1 1.0 0.847
C -2.1690 3.2739 0.5598 1.2 0.3 0.5 -1.394
C -0.6982 1.1381 0.7864 -0.7 0.3 0.4 -1.188
C -0.5981 0.9020 -0.7074 0.8 -0.9 -0.2 0.533
N -1.6971 0.0759 -1.2164 -0.5 0.8 0.7 -0.737
C 0.7174 0.1948 -0.9790 1.9 -0.5 -1.0 0.040
O 1.7668 0.7889 -1.2617 -1.2 -0.3 0.5 -0.690
N 0.6811 -1.1773 -0.9734 0.4 2.9 0.2 -0.110
C 1.7884 -1.9870 -1.2782 1.0 -0.1 -1.4 -0.009
C 2.7762 -1.9929 -0.1590 -0.3 1.6 1.5 -0.732
O 3.9169 -2.6899 -0.5346 0.8 -1.1 -0.8 -0.567
C 1.2261 -3.3785 -1.4966 -1.8 1.3 0.0 0.555
O 0.0185 -3.4789 -1.5250 0.6 -1.1 -0.2 -0.600
O 2.0421 -4.3896 -1.5848 1.4 -0.9 -0.1 -0.522
H -2.0001 0.9873 3.2586 -0.1 0.9 -0.4 0.342
H -1.1691 2.5820 3.3160 -0.4 -0.5 -1.0 0.305
H -2.8946 2.5311 3.1531 -0.4 0.0 -0.1 0.428
H -2.9240 1.4142 0.9196 0.7 -0.6 0.5 0.204
H -2.2189 3.1060 -0.5228 -0.2 0.5 0.2 0.298
H -1.3128 3.9329 0.7980 -0.1 -0.2 -0.4 0.305
H -3.0325 3.8324 0.9504 0.0 -0.5 -0.3 0.408
H -0.5974 0.1475 1.2566 -0.5 0.3 0.2 0.398
H 0.1858 1.6925 1.1300 -0.2 0.1 -0.2 0.332
H -0.4989 1.8324 -1.2273 0.1 0.8 -0.3 0.338
H -2.5045 0.6922 -1.1461 -0.3 -0.5 -0.1 0.289
H -1.5871 -0.1170 -2.1999 0.2 0.0 -0.3 0.247
H -0.1617 -1.5905 -0.7091 -1.5 -1.0 0.1 0.364
H 2.3451 -1.6215 -2.1815 -0.6 -0.3 0.4 0.292
H 2.2186 -2.4134 0.6901 0.6 -0.1 0.2 0.383
H 3.0633 -0.9414 0.0763 -0.4 -0.6 -0.1 0.331
H 4.3218 -3.1683 0.1867 0.1 0.1 0.4 0.346
H 2.9820 -4.1058 -1.4256 -0.9 0.1 -0.2 0.457

---

[7]
35
Properties=species:S:1:pos:R:3:forces:R:3:mulliken_charge:R:1 method="wB97M-V/def2-TZVPD" orbital_gap_ev=9.4 smiles="O=C(CO)[C@@H](O)CO.CNC(=O)CNC(C)=O" homo_ev=-9.28 lumo_ev=0.1
O -0.8665 4.4133 -1.8831 0.0 -1.5 0.0 -0.560
C -0.7764 3.1951 -2.0030 0.6 1.6 0.1 0.282
C -0.5171 2.5761 -3.3817 0.7 0.0 0.1 -0.711
O 0.6100 1.6752 -3.3741 -0.4 0.2 0.3 -0.494
C -0.8107 2.3059 -0.7510 -0.1 0.8 0.0 0.903
O 0.2550 2.6407 0.1642 -0.3 -0.1 -0.5 -0.511
C -2.1534 2.4543 -0.0367 0.4 -0.4 0.5 -0.634
O -2.2105 1.4974 1.0232 0.0 0.1 -0.2 -0.530
H -1.4136 2.0313 -3.6915 0.3 -0.3 0.0 0.314
H -0.3474 3.3750 -4.1111 -0.2 0.0 0.2 0.359
H 1.4448 2.1559 -3.2152 -0.8 -0.1 -0.1 0.325
H -0.7053 1.2650 -1.0708 0.3 0.1 0.3 -0.106
H 0.2774 3.6074 0.3141 -0.3 -0.6 -0.3 0.366
H -2.2661 3.4695 0.3599 0.1 0.0 -0.2 0.273
H -2.9759 2.2726 -0.7367 0.0 -0.2 0.3 0.398
H -1.4797 1.6485 1.6514 -0.4 0.1 -0.5 0.341
C -0.0576 -4.0330 3.2106 0.1 0.6 0.1 -0.954
N 0.4654 -2.9539 2.3773 0.3 -0.7 -0.9 -0.061
C 0.4856 -1.6633 2.7278 -0.8 0.3 0.8 0.595
O 0.0594 -1.2730 3.8099 0.2 0.1 -0.2 -0.690
C 1.0379 -0.6366 1.7269 0.2 -0.6 -0.4 -0.562
N 0.8263 -0.9313 0.3011 -0.7 1.0 0.7 0.065
C 1.4351 -1.8847 -0.4009 0.5 -0.8 -0.7 0.935
C 1.1107 -1.9515 -1.8746 0.1 0.1 0.1 -1.159
O 2.2019 -2.6968 0.0977 0.2 -0.1 0.4 -0.716
H 0.1859 -4.9991 2.7674 0.0 0.2 -0.1 0.358
H -1.1406 -3.9371 3.3005 0.0 -0.1 0.1 0.280
H 0.3831 -3.9736 4.2075 -0.1 0.0 0.0 0.303
H 0.9250 -3.1962 1.5068 0.1 0.0 0.2 0.159
H 0.5897 0.3294 1.9569 0.0 -0.2 -0.1 0.197
H 2.1101 -0.5583 1.9061 0.1 0.0 0.0 0.271
H 0.2102 -0.3130 -0.2005 0.0 -0.1 0.1 0.066
H 1.3594 -1.0021 -2.3453 -0.1 0.1 -0.2 0.263
H 1.6976 -2.7480 -2.3307 -0.1 0.1 0.1 0.328
H 0.0504 -2.1609 -2.0025 -0.1 0.1 -0.1 0.305